Entry from the OMol25 dataset: a structure of composition C3H2NiO4 at a distorted geometry (ωB97M-V with the def2-TZVPD basis set).

Last column: natural (NBO) charge in e.
Positions of all 10 atoms, in Å:
H (-0.50751, -1.80964, 0.36169)  0.22
C (-1.57507, -0.12706, 0.02196)  0.14
C (-0.49200, -0.89067, -0.28277)  -0.07
O (0.63050, -0.16646, -0.69677)  -0.61
C (1.72526, 0.09005, 0.18855)  0.95
O (2.30906, -0.82197, 0.71966)  -0.59
O (1.89447, 1.34941, 0.23623)  -0.79
Ni (0.13941, 1.81061, -0.56086)  1.40
O (-1.57309, 1.19393, -0.07252)  -0.83
H (-2.55103, -0.62820, 0.08483)  0.18

2S+1: 3
Calculated total energy in hartree: -1924.71271
Orbital gap (spin up / spin down) in eV: 7.73 / 6.97
HOMO level (spin up / spin down) in eV: -8.9 / -8.9
ΔE to the lowest compared entry with this formula, charge and spin in eV: 0.482